ORCA calculation (ωB97M-V with the def2-TZVPD basis set) on 2 unconnected molecules or ions with the total composition C12H25ClNO3S.

- Gap between HOMO and LUMO: 0.3349 Eh
- Calculated total energy: -1610.8492 a.u.
- HOMO: -0.4357 hartree
- Total charge: +1

The geometry in XYZ format:
```
43
Properties=species:S:1:pos:R:3:forces:R:3
N 1.84239 -3.92341 -0.12733 -0.176 0.113 -0.039
C 2.80467 -2.98682 -0.69307 0.056 -0.072 -0.054
C 2.76389 -1.52929 -0.20973 -0.031 -0.030 0.018
C 1.78804 -0.61665 -0.96414 -0.037 -0.025 -0.146
C 0.27845 -0.71226 -0.64342 -0.043 -0.098 0.056
C 0.01280 -1.05691 0.81595 0.222 0.082 0.065
S -1.62733 -0.71138 1.51784 0.063 0.011 0.106
C -2.90477 -0.75438 0.23413 -0.152 -0.106 -0.045
C -2.78640 -1.98330 -0.67833 -0.018 -0.076 0.030
C -4.16986 -2.53784 -0.98586 -0.057 -0.012 -0.066
Cl -4.05403 -3.86151 -2.16502 0.053 -0.009 -0.018
H 1.70674 -3.82492 0.86912 0.091 -0.075 -0.001
H 0.95346 -3.94851 -0.60494 -0.002 0.042 0.023
H 3.80516 -3.38731 -0.50665 -0.055 0.061 0.032
H 2.66920 -3.00311 -1.77912 0.092 -0.029 0.060
H 2.58662 -1.51715 0.87328 0.044 0.029 -0.053
H 3.76406 -1.10592 -0.34092 -0.064 -0.024 -0.026
H 2.09702 0.42831 -0.85909 0.005 -0.095 0.156
H 1.90412 -0.85125 -2.02704 -0.036 0.181 0.031
H -0.19869 -1.44276 -1.29766 0.060 -0.062 0.152
H -0.19204 0.24464 -0.85374 -0.053 0.111 -0.161
H 0.19148 -2.10440 1.05484 0.008 0.013 -0.084
H 0.64810 -0.46050 1.47965 -0.017 -0.088 -0.007
H -1.50406 0.62021 1.65710 -0.056 0.138 -0.172
H -2.87905 0.19208 -0.29785 0.069 0.017 -0.045
H -3.81998 -0.80599 0.83187 0.046 0.056 -0.064
H -2.18046 -2.77627 -0.22666 -0.069 0.044 0.002
H -2.30348 -1.70350 -1.61382 -0.008 0.000 0.059
H -4.80905 -1.77054 -1.42299 0.007 -0.042 0.056
H -4.65095 -2.94841 -0.09867 0.030 0.105 0.003
C 1.48567 4.21793 2.13060 -0.085 0.009 0.030
C 1.09311 3.64404 0.79803 -0.016 -0.029 -0.113
C 0.59647 4.64107 -0.23738 -0.043 -0.002 0.090
O -0.36352 3.86581 -0.98228 -0.018 0.142 -0.041
C -0.81342 2.89218 -0.19844 -0.120 -0.148 0.048
O -1.74652 2.17901 -0.44471 0.094 -0.093 0.099
O -0.07661 2.78093 0.92406 0.141 -0.056 0.044
H 0.61955 4.66370 2.61965 0.017 0.046 -0.016
H 1.90416 3.45500 2.78413 -0.006 -0.010 -0.003
H 2.24070 4.99074 1.98377 0.019 -0.006 0.015
H 1.88904 3.02502 0.37648 0.018 0.012 0.015
H 1.36167 5.00337 -0.91585 0.007 -0.046 -0.028
H 0.07367 5.48030 0.22424 0.021 0.020 -0.006
```
Forces are in eV/Å.



ORCA calculation (ωB97M-V with the def2-TZVPD basis set) on a molecular structure, C12H25CsN3O3Ta in a non-equilibrium geometry.

- Gap between HOMO and LUMO: 0.3072 Eh
- Calculated total energy: -938.9423 a.u.
- HOMO: -0.5810 hartree
- Total charge: +2
- ΔE to the lowest compared entry with this formula, charge and spin: 0.0 kcal per mole

The geometry in XYZ format:
```
45
Properties=species:S:1:pos:R:3:forces:R:3
N 2.10982 0.69722 0.41094 -0.700 0.406 -0.312
C 3.18158 0.42265 -0.10978 2.204 -0.780 -0.976
O 4.23046 0.13009 -0.57626 -2.885 0.858 1.285
Cs 2.25001 1.71788 3.70918 0.843 -0.811 0.553
Ta 0.15155 1.20842 0.34059 2.157 -2.911 -0.988
N -0.47250 -0.16345 1.55860 -0.726 1.581 -0.664
N -0.19993 0.74455 -1.52027 -0.624 1.335 0.883
C -0.43777 -1.56283 2.01577 -0.154 -0.805 0.033
C 0.33923 0.00073 -2.68109 0.049 -0.260 -0.636
C -1.03367 -1.64255 3.42630 0.060 0.166 0.053
C -1.26461 -2.46084 1.08498 0.039 -0.155 -0.139
C 1.01159 -2.02445 2.03912 0.269 -0.247 0.124
C 1.44024 0.85803 -3.30887 0.164 -0.010 -0.117
C -0.76058 -0.25677 -3.71905 -0.176 -0.006 -0.058
C 0.90894 -1.32955 -2.21019 -0.082 -0.201 -0.078
H -0.53480 -0.91618 4.08687 -0.095 -0.309 -0.008
H -0.89540 -2.66286 3.82088 -0.112 0.501 -0.082
H -2.10711 -1.40615 3.41228 0.257 -0.211 0.107
H -2.32593 -2.16651 1.08992 0.326 -0.243 -0.057
H -1.18851 -3.50604 1.43468 -0.158 0.487 -0.126
H -0.88229 -2.43332 0.05453 -0.137 0.049 0.311
H 1.48660 -1.96848 1.05028 -0.146 0.014 0.234
H 1.03747 -3.07916 2.36393 0.060 0.478 -0.122
H 1.60327 -1.43475 2.76079 -0.149 -0.211 -0.260
H 1.03972 1.81514 -3.66907 0.231 -0.184 0.077
H 1.86652 0.32648 -4.17179 -0.135 0.199 0.228
H 2.25358 1.03581 -2.59212 -0.172 0.052 -0.209
H -1.11336 0.66550 -4.19813 0.108 -0.168 0.117
H -1.62293 -0.75997 -3.26627 0.148 -0.018 -0.103
H -0.36446 -0.89427 -4.52142 -0.115 0.151 0.290
H 1.30083 -1.86194 -3.09709 -0.068 0.180 0.593
H 0.10468 -1.94215 -1.76865 0.426 0.152 -0.122
H 1.72383 -1.17427 -1.48364 -0.299 -0.264 -0.299
C -1.79246 0.54449 1.69737 -0.092 -0.527 0.434
H -1.84521 1.47403 1.02296 -0.359 -0.481 0.645
H -2.64452 -0.08758 1.37541 0.533 0.398 -0.031
H -1.95484 0.86174 2.74568 0.015 0.223 -0.696
C -1.14919 1.86168 -1.85308 0.582 -0.702 -0.611
H -1.16896 2.59576 -1.00995 -0.315 0.141 -0.010
H -0.79408 2.41107 -2.73735 -0.035 0.102 0.479
H -2.16474 1.48805 -2.07201 0.374 0.236 0.470
O 0.94752 4.01093 3.22444 -2.152 -0.094 -2.760
C 0.16606 3.78837 2.30029 1.240 -0.060 1.647
O 0.37617 2.82093 1.35855 -0.230 1.565 0.881
H -0.81182 4.25454 2.18173 0.033 0.382 0.021
```
Forces are in eV/Å.



ORCA calculation (ωB97M-V with the def2-TZVPD basis set) on a single C12H25FNO5PS molecule.

- Gap between HOMO and LUMO: 0.3585 Eh
- Calculated total energy: -1742.5429 a.u.
- HOMO: -0.3360 hartree
- Total charge: 0

The geometry in XYZ format:
```
46
Properties=species:S:1:pos:R:3:forces:R:3
C -0.05116 -2.84898 3.69066 -0.014 -0.123 -0.120
C 0.75399 -2.86118 2.38086 -0.137 0.017 -0.068
C 1.25853 -1.50130 1.87657 0.287 0.065 -0.019
O 0.72877 -1.21563 0.57892 -0.352 0.008 0.118
C 0.07660 0.00070 0.27633 0.158 -0.004 0.017
C -1.22816 0.23651 1.10298 -0.093 -0.160 -0.046
F -1.78475 -1.02804 1.34126 0.032 0.172 -0.056
C -1.21335 0.98447 2.42762 -0.016 -0.090 0.146
C -2.62797 1.35571 2.87688 0.081 0.049 0.081
C -0.34430 -0.18529 -1.18543 -0.152 0.088 0.045
C 0.83766 -0.48528 -2.09269 0.128 -0.165 -0.163
N 0.53026 -1.16663 -3.34453 -0.084 0.144 0.046
C 0.42856 -0.37515 -4.56829 -0.067 -0.013 -0.132
C -0.74763 0.60357 -4.66082 -0.073 -0.084 -0.079
O 1.47322 0.76960 -2.38803 0.040 0.055 0.102
S 2.88334 1.03230 -1.61319 0.069 0.186 0.227
O 3.14477 2.42053 -1.88355 -0.185 -0.199 -0.015
O 2.35679 0.87908 -0.06040 0.194 -0.249 -0.240
C 1.06109 1.19229 0.44307 -0.222 0.157 0.113
P 0.50102 2.88889 -0.04231 0.132 0.252 0.004
O 1.40252 3.97949 0.37612 -0.104 -0.129 0.054
H -0.90986 -3.51784 3.62390 0.043 -0.023 0.013
H -0.44746 -1.86121 3.91305 -0.016 0.116 0.038
H 0.54693 -3.18328 4.53860 0.018 0.141 0.020
H 0.13612 -3.27054 1.58099 0.034 0.029 -0.027
H 1.60431 -3.53580 2.48991 -0.017 -0.005 -0.044
H 2.34530 -1.51968 1.75984 -0.009 0.050 0.042
H 1.03386 -0.70132 2.58111 -0.136 0.047 0.074
H -1.93686 0.74195 0.43507 0.073 0.044 0.031
H -0.59557 1.88312 2.38807 -0.080 -0.078 -0.114
H -0.76811 0.34582 3.18540 0.180 -0.100 0.088
H -2.59158 2.14027 3.63300 -0.015 -0.037 0.014
H -3.13827 0.49846 3.31483 -0.047 -0.003 -0.126
H -3.22442 1.72881 2.04187 -0.009 -0.002 0.012
H -0.84308 0.72862 -1.52206 0.003 -0.093 -0.128
H -1.07509 -0.99616 -1.23934 0.075 -0.046 0.121
H 1.54689 -1.10066 -1.53260 -0.041 -0.051 -0.045
H -0.30740 -1.72047 -3.21850 0.043 -0.047 -0.002
H 0.35026 -1.09688 -5.38424 0.047 0.016 0.011
H 1.37061 0.14527 -4.72505 -0.001 0.034 0.110
H -1.64589 0.09962 -5.02622 -0.005 -0.004 0.090
H -0.52652 1.41349 -5.35788 -0.006 0.003 0.031
H -0.98873 1.04126 -3.69240 0.105 0.101 -0.036
H 1.21466 1.32673 1.51713 0.218 -0.031 0.011
H -0.76893 2.91996 0.56849 -0.098 -0.038 -0.164
H 0.17903 2.81478 -1.40500 0.023 -0.002 -0.035
```
Forces are in eV/Å.



ORCA calculation (ωB97M-V with the def2-TZVPD basis set) on 2 unconnected molecules or ions with the total composition C12H25IN2O4 in a non-equilibrium geometry.

- Gap between HOMO and LUMO: 0.2575 Eh
- Calculated total energy: -1180.1476 a.u.
- HOMO: -0.2709 hartree
- Total charge: 0

The geometry in XYZ format:
```
44
Properties=species:S:1:pos:R:3:forces:R:3
C 2.47195 -0.73905 -2.96436 -0.429 0.540 0.521
C 1.50934 -1.69969 -2.06238 1.607 -0.304 -0.371
C 0.21391 -2.21493 -2.83653 -0.017 1.678 -0.267
I 0.16351 -4.38309 -2.95075 0.169 0.393 -0.077
C -1.18583 -1.52908 -2.29574 2.402 -1.379 0.411
N -0.91873 -0.07493 -2.46918 -0.693 -0.752 -0.014
C -2.30619 -2.15526 -3.19506 -3.426 1.830 0.493
C -3.80608 -1.36458 -2.98216 1.743 2.498 2.453
C -3.93087 -0.44518 -1.58920 -1.101 1.696 -5.329
O -3.78664 0.13621 -3.08156 -0.968 -4.115 0.000
C -1.22095 -1.97508 -0.74038 -0.847 0.282 4.798
O -1.67606 -3.09482 -0.36408 1.041 2.454 -2.402
O -0.78882 -1.10783 0.26645 -0.488 -1.098 -3.810
H 1.97621 -0.47509 -3.96395 0.948 -0.583 1.274
H 3.51464 -1.18580 -3.08761 -1.524 0.549 -0.142
H 2.61778 0.27233 -2.42737 -0.209 -1.498 -0.770
H 1.31922 -1.12812 -1.10124 -0.375 -1.041 -1.137
H 2.15150 -2.61948 -1.80076 -1.104 1.449 -0.218
H 0.30175 -1.83205 -3.92164 -0.153 -0.930 1.522
H -0.31583 0.29446 -1.72778 -0.265 -0.573 -0.400
H -0.54326 0.09800 -3.40983 -0.189 0.050 0.719
H -2.07018 -2.01086 -4.29737 -0.123 -0.481 1.324
H -2.62100 -3.21227 -2.91214 1.145 1.319 -0.424
H -4.78624 -1.95137 -3.33163 2.229 1.559 0.808
H -3.11480 0.26905 -1.27973 -0.570 -2.017 0.935
H -5.01712 -0.12722 -1.46126 1.572 -0.811 0.868
C 2.37202 1.17324 2.58072 0.156 -0.249 -0.269
C 1.09603 1.97472 2.37154 0.588 -0.042 0.117
C 0.90595 3.10426 3.38982 -0.896 -0.132 0.028
O 0.50380 2.56979 4.64949 0.508 0.465 -0.313
C 1.57481 2.34820 5.56577 -0.093 -0.357 0.303
N -0.06711 1.04477 2.52226 -0.394 -0.036 0.307
H 2.32057 0.52920 3.46139 -0.032 0.131 0.017
H 2.55846 0.52411 1.72085 -0.033 0.038 0.073
H 3.23308 1.83588 2.68854 -0.126 -0.019 -0.006
H 1.06635 2.36674 1.35230 -0.048 0.011 0.113
H 0.07821 3.73808 3.05357 0.032 -0.006 0.076
H 1.78670 3.74729 3.46936 0.054 -0.245 -0.036
H 2.42832 3.00664 5.38399 -0.117 -0.015 -0.089
H 1.89392 1.30478 5.50748 0.182 0.085 0.061
H 1.20406 2.52767 6.57550 -0.056 0.048 -0.116
H 0.05775 0.14096 2.03953 -0.321 -0.126 -0.589
H -0.93737 1.47312 2.19325 0.097 -0.311 -0.245
H -0.20543 0.87145 3.52875 0.123 0.047 -0.196
```
Forces are in eV/Å.